# 1
# C12H16N2O3

An isolated molecule of C12H16N2O3 (wB97M-V/def2-TZVPD, OMol25).

E_HOMO ... -9.41 eV
E_LUMO ... 0.473 eV
Gap between HOMO and LUMO ... 9.88 eV
DFT total energy ... -802.1312 a.u.
Structure (SMILES) ... C[C@H](NC(=O)[C@@H](N)Cc1ccccc1)C(=O)O
ΔE to the lowest compared entry with this formula, charge and spin ... 0.4427 eV

```
33
C12H16N2O3, DFT wB97M-V/def2-TZVPD
C 0.27448 -0.19516 -0.23977
C -0.08011 -1.23691 0.83946
C 1.02546 1.01298 0.45725
C 1.62016 1.91674 -0.57298
C 0.92702 3.05079 -1.02320
C 2.84444 1.67019 -1.11835
C 1.43738 3.89405 -2.01042
C 3.42245 2.51697 -2.06950
C 2.71497 3.61249 -2.53111
C -1.77459 -2.99545 1.30143
C -3.19287 -3.31452 0.93574
C -1.69674 -2.90560 2.78834
H -1.41435 0.85636 -0.62823
H -0.49814 0.68506 -1.91499
H 0.99928 -0.69087 -0.92908
H 1.72488 0.60264 1.17498
H 0.33266 1.57265 1.10602
H -0.04829 3.23898 -0.57512
H 3.38775 0.82849 -0.75357
H 0.79388 4.71381 -2.34111
H 4.42062 2.31555 -2.50866
H 3.11072 4.25004 -3.29100
H -1.70039 -1.57775 -0.30835
H -1.12433 -3.87978 0.96103
H -2.26698 -2.05978 3.21317
H -2.08663 -3.82358 3.27436
H -0.64498 -2.79635 3.12421
H -3.44135 -1.45063 0.85693
N -0.84609 0.14809 -1.10009
N -1.33045 -1.78250 0.61352
O 0.68706 -1.50312 1.74087
O -3.59608 -4.40747 0.76979
O -3.98084 -2.26641 0.75843
```

Atom charges from the Löwdin analysis, given in e for atoms 1 to 4: -0.2806, -0.4240, -0.0965, -0.2639



# 2
# C3H5ClN2O

An isolated molecule of C3H5ClN2O (wB97M-V/def2-TZVPD, OMol25).

E_HOMO ... -9.74 eV
E_LUMO ... -0.259 eV
Gap between HOMO and LUMO ... 9.48 eV
DFT total energy ... -762.2439 a.u.
Structure (SMILES) ... [H]/N=C(\N)C(=O)CCl
ΔE to the lowest compared entry with this formula, charge and spin ... 0.9045 eV

```
12
C3H5ClN2O, DFT wB97M-V/def2-TZVPD
C 0.72807 -0.22887 -0.07825
C -0.34118 0.77963 0.24724
C -1.67083 0.16797 0.72560
H 1.70852 1.26915 -0.88401
H 2.47997 -0.38358 -1.09199
H 1.15965 -2.17256 -0.29110
H -1.37374 -0.78915 1.07436
H -2.17465 0.69957 1.52941
N 1.84868 0.31666 -0.64547
N 0.55558 -1.47101 0.17207
O -0.17423 1.92661 -0.09840
Cl -2.74582 -0.11441 -0.65946
```

Atom charges from the Löwdin analysis, given in e for atoms 1 to 4: -0.4512, -0.3795, -0.5147, 0.0749



# 3
# C46H41N4O7Sn

A structure of composition C46H41N4O7Sn (wB97M-V/def2-TZVPD, OMol25).

E_HOMO ... -11.42 eV
Net charge ... +1
E_LUMO ... -2.829 eV
Gap between HOMO and LUMO ... 8.59 eV
DFT total energy ... -2737.3022 a.u.
ΔE to the lowest compared entry with this formula, charge and spin ... 1.3406 eV

```
99
C46H41N4O7Sn, DFT wB97M-V/def2-TZVPD
Sn 0.75558 -0.69520 -0.50991
O -1.12715 -1.00279 -0.77410
C -1.85139 -1.65684 -1.78974
C -0.93288 -2.37134 -2.79648
C -0.05185 -3.31183 -2.09245
C -0.09106 -4.70030 -2.15082
C 0.87889 -5.50183 -1.57814
C 1.79046 -4.90180 -0.71787
C 1.80028 -3.50137 -0.57327
C 2.60033 -2.79911 0.40488
C 1.81082 -1.61075 1.14748
O 2.65545 -0.77926 1.88491
C 0.76133 -2.11868 2.18076
C 0.76111 -1.39630 3.39191
C -0.08844 -1.72241 4.41351
C -0.99053 -2.75961 4.29842
C -1.02345 -3.44049 3.05508
C -0.11322 -3.15450 2.04877
C 3.46530 0.10184 1.10772
C 2.95255 1.35555 0.96579
C 3.67865 2.35988 0.34175
C 4.89998 2.03234 -0.18705
C 5.32723 0.73542 -0.19151
C 4.60691 -0.27815 0.45868
N 0.96047 -2.74358 -1.34486
C -2.86158 -2.59757 -1.19915
C -3.84307 -3.15551 -2.02896
C -4.93252 -3.84887 -1.53472
C -5.05094 -4.07050 -0.20308
C -4.01595 -3.58069 0.66271
C -3.01704 -2.77301 0.17227
C -2.64015 -0.45938 -2.47965
C -2.05839 0.22338 -3.52409
C -2.59777 1.41247 -4.01481
C -3.81083 1.91785 -3.40669
C -4.48143 1.11952 -2.53408
C -3.85539 -0.05254 -2.02829
H -1.38798 -2.98406 -3.54458
H -0.36949 -1.65843 -3.36145
H -0.87607 -5.17751 -2.76025
H 0.88099 -6.54073 -1.81823
H 2.60138 -5.49098 -0.30383
H 2.95757 -3.44147 1.27661
H 3.40793 -2.30159 -0.15126
H 1.48903 -0.60121 3.58923
H -0.01047 -1.13283 5.31417
H -1.67992 -3.01164 5.10067
H -1.78369 -4.15274 2.75429
H -0.14914 -3.82794 1.17713
H 2.00526 1.60366 1.35349
H 3.24864 3.35091 0.31406
H 5.49818 2.80718 -0.63159
H 6.30213 0.44382 -0.54131
H 5.02223 -1.26493 0.42856
H -3.64092 -2.95426 -3.07851
H -5.75158 -4.10616 -2.18139
H -5.81415 -4.65771 0.18589
H -4.13684 -3.77063 1.73719
H -2.33774 -2.24339 0.86480
H -1.18625 -0.27844 -3.94034
H -2.17059 1.93438 -4.84025
H -4.24211 2.80208 -3.83293
H -5.52409 1.32578 -2.22172
H -4.40369 -0.68435 -1.30576
O -0.39212 0.43074 1.64464
C -1.43159 1.46397 1.71458
C -1.45929 2.21762 2.98134
C -0.07571 2.41982 3.45410
C 0.65220 3.62893 2.78532
C 1.27548 4.55683 3.64428
C 1.85487 5.66277 3.05362
C 1.83204 5.78344 1.66327
C 1.35686 4.73465 0.90456
N 0.73917 3.70671 1.42602
H -0.42334 -0.05032 2.47456
H -2.37475 1.03381 1.43314
H -1.09122 2.10308 0.87012
H -2.08052 1.61045 3.66659
H -1.93225 3.18185 2.98202
H 0.53880 1.50944 3.42019
H -0.20612 2.74863 4.54679
H 1.33187 4.42300 4.68616
H 2.30031 6.45236 3.69570
H 2.24503 6.63998 1.19353
H 1.32102 4.92382 -0.15814
O 3.26094 4.04421 -2.65336
C 1.95304 4.31907 -2.71595
O 1.54893 5.40472 -2.98611
C 1.04100 3.15633 -2.35523
C -0.31807 3.30298 -2.00730
N -0.72411 2.15343 -1.50981
N 0.25289 1.22923 -1.52241
C 1.35291 1.80348 -2.01833
C 2.52771 0.92911 -2.15989
O 3.49961 1.25062 -2.87272
O 2.44375 -0.21175 -1.62419
H 3.50448 3.10276 -2.67232
H -0.85449 4.22289 -2.11613
H -1.68823 1.85055 -1.32621
```

Atom charges from the Löwdin analysis, given in e for atoms 1 to 4: 1.4563, -0.2544, -0.4090, -0.0547



# 4
# C10H22N2O6Tl

A structure of composition C10H22N2O6Tl (wB97M-V/def2-TZVPD, OMol25).

E_HOMO ... -2.62 eV
Net charge ... -1
E_LUMO ... 2.252 eV
Gap between HOMO and LUMO ... 4.87 eV
DFT total energy ... -1127.2247 a.u.

```
41
C10H22N2O6Tl, DFT wB97M-V/def2-TZVPD
Tl -15.17435 -15.68860 7.61714
O -13.81951 -15.93156 9.88091
C -14.93473 -15.53349 10.64661
C -16.37970 -16.13152 10.28142
O -16.97309 -15.75655 9.06100
H -15.06549 -14.49213 10.94083
H -14.76505 -15.69250 11.71151
H -16.99989 -15.73932 11.08743
H -16.50959 -17.19275 10.49363
O -13.11316 -16.80360 8.11296
C -13.18365 -17.86745 7.15203
C -13.71779 -17.56947 5.65724
O -14.83742 -16.65250 5.51589
H -13.72362 -18.74755 7.50121
H -12.22264 -18.38181 7.15068
H -13.99244 -18.40231 5.00990
H -12.88091 -17.16353 5.08897
C -17.35394 -13.44180 4.86602
C -17.63891 -14.23122 6.11702
O -16.59829 -14.71306 6.68969
N -18.84874 -14.28410 6.70897
C -19.03389 -14.77263 8.03088
H -17.32368 -12.41721 5.23667
H -18.14182 -13.52023 4.11689
H -16.35614 -13.61181 4.46157
H -19.60118 -13.81061 6.22964
H -20.10648 -14.59292 8.10400
H -18.52729 -14.19832 8.80652
H -18.74690 -15.82164 8.10380
C -17.55324 -19.03744 6.65427
C -16.97526 -17.90795 7.53469
O -15.82891 -17.52688 7.36768
N -17.62239 -17.51560 8.55738
C -18.77225 -18.13795 9.16327
H -17.92510 -19.78406 7.35595
H -16.74548 -19.34284 5.98917
H -18.40001 -18.66289 6.07912
H -17.22553 -16.69656 8.99530
H -19.72669 -18.10305 8.63798
H -18.91625 -17.82550 10.19756
H -18.45126 -19.17504 9.26072
```

Atom charges from the Löwdin analysis, given in e for atoms 1 to 4: 1.1432, -0.3100, -0.4057, -0.2235



# 5
# CH2O2S

A cluster of 2 separate species, CH2O2S in total (wB97M-V/def2-TZVPD, OMol25).

E_HOMO (spin up / spin down) ... -8.46 / -8.46 eV
E_LUMO (spin up / spin down) ... -0.868 / -0.828 eV
Gap between HOMO and LUMO (spin up / spin down) ... 7.59 / 7.63 eV
DFT total energy ... -587.8542 a.u.
Structure (SMILES) ... C=O.O=S
ΔE to the lowest compared entry with this formula, charge and spin ... 3.6085 eV

```
6
CH2O2S, DFT wB97M-V/def2-TZVPD
C 0.32352 -0.90986 -0.71251
O -0.48885 -0.79372 0.20205
O -0.10122 2.37204 1.34675
S -1.12274 1.36097 1.51403
H 0.19880 -0.50216 -1.64146
H 1.19049 -1.52727 -0.70887
```

Atom charges from the Löwdin analysis, given in e for atoms 1 to 4: -0.0765, -0.1482, -0.6754, 0.7740



# 6
# C28H79N5O9

A cluster of 9 separate species, C28H79N5O9 in total (wB97M-V/def2-TZVPD, OMol25).

E_HOMO ... -8.77 eV
E_LUMO ... 0.508 eV
Gap between HOMO and LUMO ... 9.28 eV
DFT total energy ... -2065.0371 a.u.
Structure (SMILES) ... COC[C@H](C)N.COC[C@H](C)N.COC[C@H](C)N.COC[C@H](C)N.COC[C@H](C)N.CCO.CCO.CCO.CCO
ΔE to the lowest compared entry with this formula, charge and spin ... 0.1905 eV

```
121
C28H79N5O9, DFT wB97M-V/def2-TZVPD
C 5.34827 -3.82978 1.64475
C 4.87572 -2.48338 1.12195
O 3.59928 -2.60373 0.49422
H 5.48126 -4.53675 0.82846
H 4.60215 -4.22832 2.33917
H 6.26291 -3.74200 2.23445
H 5.58651 -2.12267 0.38274
H 4.79509 -1.79141 1.96585
H 2.98970 -2.95280 1.16219
C 5.54577 0.48775 -1.14045
C 6.99192 0.17792 -0.80091
O 7.89610 0.84060 -1.68117
H 5.39239 1.55679 -1.26937
H 4.81798 0.09423 -0.42581
H 5.23197 -0.00672 -2.06999
H 7.14533 -0.90775 -0.87129
H 7.23192 0.47378 0.21786
H 7.73889 0.47934 -2.55795
C 0.55332 -5.06532 3.47977
C 0.64715 -3.65338 2.93281
O 2.00767 -3.25051 2.74656
H 1.16646 -5.73599 2.87713
H -0.47214 -5.43108 3.49701
H 0.95262 -5.12887 4.49806
H 0.10494 -2.90517 3.51507
H 0.19692 -3.64862 1.93753
H 2.44129 -3.21964 3.60465
C -4.02577 -0.87897 -4.19317
C -3.13993 -1.64926 -5.15967
O -3.59113 -2.99132 -5.28182
H -5.01925 -0.76675 -4.62878
H -3.60462 0.09866 -3.96163
H -4.12011 -1.45549 -3.27170
H -2.11416 -1.65117 -4.78229
H -3.12187 -1.13980 -6.12741
H -3.70018 -3.21440 -6.20844
C -1.17749 -3.25792 -2.57922
C -0.11213 -4.16067 -3.17584
C 1.27289 -3.81728 -2.73203
O 1.71463 -2.63502 -3.34036
C 3.06032 -2.35980 -3.03362
N -0.40660 -5.57040 -2.80458
H -2.18827 -3.58164 -2.82216
H -1.03664 -2.27413 -3.03626
H -1.03533 -3.13896 -1.50257
H -0.20894 -4.06594 -4.26712
H 1.95139 -4.65791 -2.96122
H 1.28872 -3.74898 -1.62989
H 3.24007 -2.31875 -1.94820
H 3.32458 -1.38315 -3.43377
H 3.71583 -3.13990 -3.44140
H 0.22498 -6.17056 -3.32869
H -1.32619 -5.77074 -3.18693
C 0.81811 -0.17740 1.55062
C 0.64152 -0.76749 0.16651
C -0.53619 -0.16837 -0.55983
O -1.70480 -0.44014 0.17467
C -2.86282 0.05702 -0.44498
N 1.86288 -0.58588 -0.64153
H 0.03571 -0.55864 2.20543
H 0.74940 0.91147 1.49731
H 1.78500 -0.44307 1.97898
H 0.41932 -1.84669 0.24524
H -0.58054 -0.62119 -1.56163
H -0.41924 0.92458 -0.64880
H -2.74880 1.12684 -0.66718
H -3.67892 -0.04014 0.27095
H -3.08942 -0.50113 -1.35772
H 2.59456 -1.14070 -0.19008
H 1.71814 -1.07025 -1.52770
C -4.70314 4.59713 3.50979
C -3.81050 5.64294 2.89580
C -3.03372 5.16299 1.68455
O -2.28885 4.00914 2.02936
C -1.51564 3.56105 0.94499
N -4.59193 6.85663 2.60030
H -5.44249 4.22763 2.78680
H -5.27102 5.03573 4.33000
H -4.15715 3.72003 3.85484
H -3.05983 5.96262 3.62833
H -2.33286 5.95298 1.37490
H -3.68487 4.94303 0.82329
H -1.11771 2.56062 1.13808
H -0.69274 4.23095 0.68563
H -2.15851 3.38182 0.07135
H -5.31360 6.59793 1.92442
H -4.02954 7.51622 2.06622
C 2.97511 2.14469 -3.18466
C 1.94960 2.91451 -2.38463
C 0.56165 2.66942 -2.94427
O -0.39593 3.32778 -2.13920
C -1.66693 3.29703 -2.72349
N 2.08860 2.56971 -0.97234
H 2.80782 1.06645 -3.14803
H 3.97030 2.37630 -2.81055
H 2.98493 2.44364 -4.23849
H 2.15317 3.98712 -2.47713
H 0.33990 1.58897 -2.93728
H 0.52325 3.01586 -3.98686
H -1.66200 3.71302 -3.74201
H -2.36494 3.88510 -2.13226
H -2.03806 2.26502 -2.82773
H 1.32293 3.02116 -0.47444
H 1.89067 1.57116 -0.84762
C -0.84930 0.29832 4.95759
C -1.34491 1.31303 3.94152
C -2.63759 0.88293 3.29613
O -3.63455 0.70259 4.29057
C -4.76568 0.05825 3.78974
N -1.45707 2.62693 4.59778
H -1.53454 0.26588 5.80625
H 0.17534 0.49439 5.26520
H -0.84891 -0.71143 4.52913
H -0.55679 1.40329 3.19652
H -2.49705 -0.04944 2.72140
H -2.99429 1.61756 2.56102
H -5.62131 0.29524 4.42649
H -4.64820 -1.03368 3.77564
H -5.03182 0.38559 2.77502
H -2.05859 2.54136 5.41123
H -1.93078 3.26778 3.96624
```

Atom charges from the Löwdin analysis, given in e for atoms 1 to 4: -0.0793, -0.2918, -0.1244, 0.0781



Question: What is the DFT total energy in the third record?
Answer: -2737.3022 a.u.